DFT (ωB97M-V with the def2-TZVPD basis set) results for C21H22N2O4 as an isolated structure at a distorted geometry.

As for the frontier orbital gap: 7.1 eV. Its total energy is -1223.74350 Ha. As for the highest occupied orbital energy: -0.284 hartree.

Element x y z (Å)
1 C -0.991114 4.030854 4.114090
2 C -0.824673 2.537436 3.930167
3 O -1.101676 2.201415 2.512011
4 C -1.392510 0.869394 2.372847
5 C -1.676971 0.433611 0.928892
6 N -3.080459 -0.132099 0.928390
7 O -3.867689 0.186772 -0.039519
8 O -3.392055 -0.981470 1.808472
9 O -1.338921 0.065195 3.337679
10 H -0.634832 4.312689 5.112484
11 H -0.446945 4.603869 3.347340
12 H -2.055442 4.272732 4.051744
13 H 0.193838 2.207669 4.225035
14 H -1.570659 2.026475 4.574543
15 H -1.375396 1.198059 0.141330
16 C -2.483633 -3.253142 -0.169657
17 C -1.940318 -2.325373 -1.169793
18 N -2.154455 -2.513635 -2.493863
19 C -1.354151 -1.624122 -3.218227
20 C -0.674570 -0.782945 -2.309201
21 C 0.178823 0.186702 -2.799890
22 C 0.399478 0.286877 -4.174928
23 C -0.274444 -0.571862 -5.075076
24 C -1.198332 -1.520069 -4.598696
25 C -0.994654 -1.277860 -0.997153
26 C -0.413668 -0.867370 0.260255
27 C 1.027912 -0.494521 0.288637
28 C 1.981070 -0.934665 -0.667899
29 C 3.322868 -0.558648 -0.598306
30 C 3.745478 0.355064 0.360500
31 C 5.161643 0.843562 0.281128
32 C 2.865595 0.694454 1.389132
33 C 1.556097 0.209226 1.396993
34 H -1.701162 -3.539863 0.551173
35 H -3.322351 -2.816306 0.397725
36 H -2.865943 -4.169651 -0.643594
37 H -2.779236 -3.219492 -2.877527
38 H 0.635893 0.858207 -2.111290
39 H 1.096966 1.009664 -4.588994
40 H -0.075731 -0.508622 -6.164018
41 H -1.808035 -2.138919 -5.269715
42 H -0.804394 -1.231321 1.186081
43 H 1.685410 -1.610788 -1.480189
44 H 4.043340 -0.938194 -1.339017
45 H 5.355813 1.580242 1.052960
46 H 5.852447 0.013819 0.413117
47 H 5.365182 1.316788 -0.674891
48 H 3.206525 1.342027 2.217192
49 H 0.920041 0.368137 2.281529

Forces on atoms 1 to 3 (eV/Å):
C -0.03 0.06 -0.38
C -0.23 0.05 0.22
O -0.23 -1.42 0.92

Atom-resolved charges from natural (NBO), all expressed in e: C -0.6296; C -0.0765; O -0.5053; C 0.7483; C -0.2512; N 0.4779; O -0.3772; O -0.3665; O -0.5931; H 0.2195; H 0.2174; H 0.2143; H 0.1878; H 0.2089; H 0.2684; C -0.6735; C 0.2742; N -0.5131; C 0.1123; C -0.0128; C -0.2160; C -0.2295; C -0.2241; C -0.2243; C -0.2293; C -0.1242; C -0.0164; C -0.1926; C -0.2226; C -0.0060; C -0.6292; C -0.2140; C -0.2048; H 0.2414; H 0.2613; H 0.2172; H 0.4186; H 0.2168; H 0.2157; H 0.2167; H 0.2144; H 0.2649; H 0.2282; H 0.2157; H 0.2143; H 0.2226; H 0.2214; H 0.2135; H 0.2203

=====

DFT (ωB97M-V with the def2-TZVPD basis set) results for one molecule with the formula C21H22N2O4S.

The structure (SMILES) is COc1ccccc1C(=O)NCCC(=O)N(Cc1ccco1)Cc1cccs1. As for the frontier orbital gap: 8.9 eV. Its total energy is -1622.09606 Ha. As for the highest occupied orbital energy: -0.300 hartree.

Element x y z (Å)
1 C 3.837367 1.659122 2.435906
2 O 3.297162 0.427851 1.998943
3 C 2.013399 0.177698 2.451726
4 C 1.849916 -0.750686 3.471671
5 C 0.590135 -1.052041 3.956672
6 C -0.520642 -0.406205 3.440011
7 C -0.364272 0.516400 2.424089
8 C 0.892806 0.810838 1.902912
9 C 0.936372 1.772381 0.758162
10 O 0.074384 2.623777 0.602720
11 N 1.966237 1.615268 -0.098819
12 C 2.001552 2.320919 -1.360366
13 C 0.874881 1.839846 -2.285294
14 C 0.955754 0.329000 -2.434398
15 O 1.985422 -0.276990 -2.196951
16 N -0.161454 -0.316501 -2.852197
17 C -1.448856 0.303317 -3.111587
18 C -2.375336 0.234815 -1.935475
19 C -2.417782 0.899044 -0.744173
20 C -3.506647 0.347605 -0.025174
21 C -4.045186 -0.604850 -0.831021
22 O -3.369993 -0.681045 -1.987495
23 C -0.148014 -1.770999 -2.837997
24 C -0.748060 -2.319071 -1.582363
25 C -0.484619 -1.947718 -0.300438
26 C -1.245863 -2.663559 0.649934
27 C -2.073447 -3.572101 0.076864
28 S -1.945795 -3.568222 -1.637568
29 H 3.208744 2.504302 2.139375
30 H 4.813404 1.745839 1.962562
31 H 3.956394 1.667030 3.524923
32 H 2.728691 -1.233749 3.871406
33 H 0.479707 -1.782383 4.744546
34 H -1.505823 -0.622592 3.825619
35 H -1.217615 1.024727 2.002331
36 H 2.560759 0.803608 -0.014009
37 H 2.974599 2.141085 -1.816488
38 H 1.871084 3.389331 -1.166928
39 H -0.073998 2.129388 -1.838953
40 H 0.970444 2.312478 -3.264761
41 H -1.300078 1.336492 -3.425966
42 H -1.919874 -0.243321 -3.935597
43 H -1.768777 1.681047 -0.405385
44 H -3.839858 0.629383 0.952302
45 H -4.876447 -1.269409 -0.704573
46 H 0.902958 -2.072794 -2.909480
47 H -0.689579 -2.146868 -3.710164
48 H 0.229836 -1.188017 -0.039289
49 H -1.170005 -2.502137 1.710020
50 H -2.753983 -4.251334 0.550213

Forces on atoms 1 to 3 (eV/Å):
C 0.15 0.33 0.17
O -0.45 -0.48 -0.01
C -0.03 0.00 0.07

Atom-resolved charges from natural (NBO), all expressed in e: C -0.2473; O -0.5474; C 0.3845; C -0.2773; C -0.1841; C -0.2350; C -0.1469; C -0.2261; C 0.6649; O -0.6520; N -0.6093; C -0.2106; C -0.5248; C 0.7004; O -0.6532; N -0.4269; C -0.2536; C 0.2578; C -0.3209; C -0.3032; C 0.0912; O -0.4084; C -0.2546; C -0.2092; C -0.2498; C -0.2433; C -0.4232; S 0.4326; H 0.1808; H 0.1975; H 0.1765; H 0.2265; H 0.2177; H 0.2184; H 0.2356; H 0.4319; H 0.2191; H 0.2169; H 0.2405; H 0.2349; H 0.2301; H 0.2223; H 0.2527; H 0.2248; H 0.2038; H 0.2595; H 0.2039; H 0.2244; H 0.2257; H 0.2322

=====

DFT (ωB97M-V with the def2-TZVPD basis set) results for one molecule with the formula C21H22N2O5S at a distorted geometry.

The structure (SMILES) is COc1ccc(CC(=O)Nc2nc(-c3ccc(OC)c(OC)c3)cs2)cc1OC. As for the frontier orbital gap: 8.3 eV. Its total energy is -1697.31090 Ha. As for the highest occupied orbital energy: -0.286 hartree.

Element x y z (Å)
1 C -0.285612 -4.293400 0.792772
2 O 0.241244 -3.273908 -0.018491
3 C -0.620106 -2.334136 -0.512728
4 C -1.980053 -2.289053 -0.269936
5 C -2.755528 -1.252873 -0.775075
6 C -2.176345 -0.234687 -1.507574
7 C -2.968420 0.961906 -1.968647
8 C -4.107134 1.342623 -1.053603
9 O -5.241476 1.522893 -1.426559
10 N -3.812519 1.496473 0.287117
11 C -2.629090 1.242843 0.924983
12 N -1.458887 1.506046 0.479571
13 C -0.473329 1.000340 1.274870
14 C 0.921491 1.128842 0.868828
15 C 1.377127 2.281609 0.251912
16 C 2.704260 2.385187 -0.138645
17 C 3.580214 1.327632 0.043658
18 O 4.890439 1.320274 -0.326819
19 C 5.425447 2.478758 -0.914568
20 C 3.108027 0.130223 0.633017
21 O 4.007316 -0.882687 0.716633
22 C 3.528560 -2.158908 1.077868
23 C 1.796833 0.058287 1.061662
24 C -0.922512 0.368290 2.396501
25 S -2.642265 0.372654 2.467151
26 C -0.816358 -0.306038 -1.802264
27 C -0.033538 -1.341446 -1.327971
28 O 1.298267 -1.492065 -1.568244
29 C 1.926726 -0.579344 -2.434078
30 H -0.752711 -3.888640 1.697351
31 H -1.015842 -4.903636 0.251517
32 H 0.563834 -4.914613 1.073261
33 H -2.457252 -3.051344 0.324804
34 H -3.815720 -1.241123 -0.567990
35 H -3.403733 0.777740 -2.954975
36 H -2.298455 1.821124 -2.041416
37 H -4.628954 1.621530 0.874962
38 H 0.696530 3.101456 0.085998
39 H 3.041195 3.299296 -0.601209
40 H 5.360472 3.340484 -0.241822
41 H 4.928095 2.719402 -1.860595
42 H 6.472884 2.252676 -1.107795
43 H 4.369835 -2.835814 0.937078
44 H 3.218279 -2.187516 2.128177
45 H 2.695260 -2.466403 0.438649
46 H 1.418427 -0.845853 1.508341
47 H -0.351209 -0.068627 3.189165
48 H -0.372509 0.482179 -2.387869
49 H 2.971658 -0.883253 -2.470784
50 H 1.496197 -0.625402 -3.440188
51 H 1.863705 0.444551 -2.053763

Forces on atoms 1 to 3 (eV/Å):
C -0.09 -0.13 0.12
O 0.03 0.32 -0.26
C 0.12 0.00 0.00

Atom-resolved charges from natural (NBO), all expressed in e: C -0.2490; O -0.4963; C 0.2362; C -0.2830; C -0.2395; C -0.0001; C -0.5269; C 0.7057; O -0.5811; N -0.6481; C 0.2722; N -0.4758; C 0.1341; C -0.0828; C -0.1951; C -0.3007; C 0.2495; O -0.4839; C -0.2499; C 0.3383; O -0.4980; C -0.2640; C -0.2867; C -0.4382; S 0.3570; C -0.2984; C 0.3438; O -0.5089; C -0.2575; H 0.1737; H 0.1778; H 0.1988; H 0.2215; H 0.2137; H 0.2477; H 0.2517; H 0.4178; H 0.2250; H 0.2218; H 0.1760; H 0.1727; H 0.2014; H 0.1969; H 0.1668; H 0.2063; H 0.2272; H 0.2415; H 0.2232; H 0.2030; H 0.1768; H 0.1857

=====

DFT (ωB97M-V with the def2-TZVPD basis set) results for one molecule with the formula C21H22N2O6.

The structure (SMILES) is CCC[C@@H](C)NC(=O)COC(=O)c1ccc2c(c1)C(=O)N(Cc1ccco1)C2=O. As for the frontier orbital gap: 7.8 eV. Its total energy is -1374.45326 Ha. As for the highest occupied orbital energy: -0.324 hartree.

Element x y z (Å)
1 C -2.801135 1.483331 2.321127
2 C -2.987091 2.058043 0.920870
3 C -4.428205 2.464990 0.604519
4 C -5.449458 1.326265 0.742892
5 C -6.821329 1.760298 0.231253
6 N -4.997121 0.131394 0.041079
7 C -4.726799 0.082510 -1.271873
8 O -4.976320 0.943995 -2.084463
9 C -4.026822 -1.234916 -1.682640
10 O -2.659551 -1.223350 -1.273805
11 C -2.368778 -1.560281 -0.021719
12 O -3.194075 -1.897337 0.800527
13 C -0.914809 -1.471293 0.270094
14 C -0.504548 -1.684410 1.585347
15 C 0.835341 -1.611649 1.942343
16 C 1.746420 -1.323335 0.946727
17 C 1.337922 -1.109471 -0.373823
18 C 0.011270 -1.175764 -0.735998
19 C 2.549063 -0.841673 -1.193749
20 O 2.645706 -0.631123 -2.372719
21 N 3.613329 -0.908836 -0.302764
22 C 4.994798 -0.671369 -0.687846
23 C 5.428545 0.711585 -0.326971
24 C 5.748913 1.269182 0.876583
25 C 6.044895 2.628231 0.612318
26 C 5.879216 2.791987 -0.727974
27 O 5.503091 1.640503 -1.303977
28 C 3.226194 -1.189878 0.998496
29 O 3.971900 -1.307144 1.935302
30 H -1.741805 1.351808 2.533055
31 H -3.283209 0.513465 2.417967
32 H -3.219092 2.155180 3.067632
33 H -2.641333 1.330880 0.181902
34 H -2.357804 2.944403 0.814264
35 H -4.732512 3.273658 1.271348
36 H -4.466512 2.835586 -0.420794
37 H -5.535095 1.042326 1.796201
38 H -6.759380 2.004825 -0.825024
39 H -7.162351 2.634552 0.778771
40 H -7.544075 0.958625 0.363522
41 H -4.691036 -0.646967 0.610722
42 H -4.007350 -1.304407 -2.770556
43 H -4.541670 -2.095463 -1.243452
44 H -1.259864 -1.909866 2.323303
45 H 1.158859 -1.775795 2.958084
46 H -0.303908 -1.009367 -1.753433
47 H 5.616524 -1.407792 -0.171647
48 H 5.055642 -0.802411 -1.770643
49 H 5.767247 0.769084 1.822994
50 H 6.340534 3.372803 1.322238
51 H 5.996613 3.644500 -1.366911

Forces on atoms 1 to 3 (eV/Å):
C 0.07 0.08 -0.26
C -0.16 0.11 0.13
C 0.18 -0.27 -0.01

Atom-resolved charges from natural (NBO), all expressed in e: C -0.6148; C -0.3921; C -0.4121; C -0.0427; C -0.6153; N -0.6314; C 0.6474; O -0.6144; C -0.1650; O -0.4867; C 0.8012; O -0.6244; C -0.1580; C -0.1449; C -0.1659; C -0.1109; C -0.0748; C -0.1355; C 0.6776; O -0.5367; N -0.4618; C -0.2724; C 0.2441; C -0.2918; C -0.3150; C 0.0906; O -0.3913; C 0.6858; O -0.5469; H 0.2111; H 0.1988; H 0.2033; H 0.1905; H 0.2079; H 0.2030; H 0.2283; H 0.1988; H 0.2351; H 0.2080; H 0.2085; H 0.4312; H 0.2234; H 0.2067; H 0.2445; H 0.2379; H 0.2520; H 0.2392; H 0.2555; H 0.2412; H 0.2291; H 0.2042